No. 1
C6H12O | ωB97M-V/def2-TZVPD

The value obtained for the HOMO energy is -7.98 eV. For the energy above the lowest of the compared OMol25 structures with the same formula, charge and spin, the calculation gives 461.5 kJ/mol.

Element x y z (Å)
C: -0.19199 -1.32458 -1.27976
C: -0.06373 -0.01722 -0.52223
C: -0.72595 1.17918 -1.18651
C: 1.26637 0.19527 0.08334
C: 1.13568 1.15531 1.25140
C: 0.67942 -0.22627 1.32875
O: -1.62420 -0.70447 1.71669
H: 0.24902 -2.15255 -0.71672
H: -1.22878 -1.59095 -1.51123
H: 0.34726 -1.28390 -2.24225
H: -1.25462 -0.30174 0.86141
H: -1.75594 0.96559 -1.48025
H: -0.17176 1.44923 -2.10468
H: -0.74071 2.07401 -0.55937
H: 2.21858 -0.11388 -0.31985
H: 2.05023 1.37372 1.80376
H: 0.44012 1.99059 1.23037
H: 0.92274 -1.00212 2.06419
H: -1.55173 -1.66523 1.58295


No. 2
C3H6NO4 | ωB97M-V/def2-TZVPD

The value obtained for the HOMO energy is -4.73 eV. Its charge is -1. For the energy above the lowest of the compared OMol25 structures with the same formula, charge and spin, the calculation gives 150.0 kJ/mol.

Element x y z (Å)
O: 0.75500 0.26238 1.18205
C: -0.10746 0.22628 0.26994
N: -0.76067 1.37712 0.13370
C: -1.44392 1.92013 -1.22532
O: -2.48288 1.37971 -1.64831
O: -0.87578 2.85221 -1.65629
C: -0.19385 -0.95083 -0.64143
H: -0.79447 2.02909 0.89091
H: 0.09510 -1.96492 -0.20068
H: 0.61030 -0.82617 -1.35698
H: -1.07208 -1.22481 -1.19233
H: 2.84102 -1.88570 1.79405
H: 1.49338 -1.19277 1.66032
O: 1.93630 -2.00171 1.99038


No. 3
C41H40N2OP2RhS2 | ωB97M-V/def2-TZVPD

The value obtained for the HOMO energy is -16.57 eV. Its charge is +3. For the energy above the lowest of the compared OMol25 structures with the same formula, charge and spin, the calculation gives 0.0 kJ/mol.

Element x y z (Å)
Rh: 0.05339 0.32645 -0.22194
O: 0.21493 0.04713 -3.32723
S: -0.42637 -0.58605 -2.18976
C: -2.17269 -0.62317 -2.40767
C: -2.74351 -0.61093 -3.66807
C: -4.12488 -0.74881 -3.74489
C: -4.88662 -0.89982 -2.59145
C: -4.29277 -0.89205 -1.33275
C: -2.91608 -0.73679 -1.24039
P: -2.00707 -0.57518 0.30728
C: -2.33267 1.06262 0.94984
C: -2.46412 1.34930 2.31278
C: -2.68459 2.65648 2.70918
C: -2.73504 3.68158 1.76584
C: -2.55746 3.41014 0.41711
C: -2.36831 2.09937 -0.00190
C: -2.42912 -1.87638 1.43385
C: -3.61958 -1.76780 2.16222
C: -4.02224 -2.82411 2.96274
C: -3.24761 -3.97547 3.03356
C: -2.07060 -4.08378 2.30361
C: -1.65609 -3.03729 1.49627
C: 0.00182 -2.30376 -2.03637
C: -0.57747 -3.28129 -2.82779
C: -0.17399 -4.59924 -2.64210
C: 0.78672 -4.91428 -1.68727
C: 1.37150 -3.91743 -0.91159
C: 0.97190 -2.60087 -1.08427
P: 1.74237 -1.20776 -0.24083
C: 3.18825 -0.79264 -1.20164
C: 4.19048 0.00889 -0.63982
C: 5.31741 0.31634 -1.37991
C: 5.45269 -0.16218 -2.67951
C: 4.46025 -0.95392 -3.24040
C: 3.32804 -1.27263 -2.50785
C: 2.22695 -1.62194 1.42274
C: 3.50590 -2.12365 1.67833
C: 3.84453 -2.50345 2.96716
C: 2.91951 -2.38266 3.99594
C: 1.64617 -1.88226 3.74450
C: 1.29639 -1.50179 2.46196
H: -2.13028 -0.49619 -4.55328
H: -4.60805 -0.74410 -4.71289
H: -5.96006 -1.01022 -2.67095
H: -4.90284 -0.98814 -0.44334
H: -2.41603 0.55442 3.04645
H: -2.83259 2.88049 3.75766
H: -2.93637 4.69488 2.09021
H: -2.63092 4.20386 -0.31582
H: -2.33810 1.87845 -1.06424
H: -4.22468 -0.87017 2.10845
H: -4.93851 -2.74989 3.53235
H: -3.56572 -4.79599 3.66311
H: -1.47724 -4.98636 2.36551
H: -0.74329 -3.12447 0.92264
H: -1.33109 -3.03481 -3.56491
H: -0.61696 -5.38136 -3.24409
H: 1.08615 -5.94470 -1.54918
H: 2.12988 -4.16738 -0.17883
H: 4.10404 0.36957 0.37700
H: 6.09935 0.92034 -0.93908
H: 6.33922 0.07742 -3.25152
H: 4.56907 -1.33313 -4.24742
H: 2.56894 -1.89510 -2.96266
H: 4.22973 -2.22665 0.88086
H: 4.83278 -2.89401 3.16803
H: 3.19167 -2.67787 5.00066
H: 0.93057 -1.78749 4.55029
H: 0.30650 -1.10611 2.27092
C: 0.97383 3.71395 2.67585
N: 0.74755 4.18808 1.29672
C: 0.19983 5.55660 1.23236
C: 1.01702 3.40791 0.25445
S: 1.60390 1.76487 0.63358
N: 0.97024 3.74114 -1.03546
C: 0.55385 5.03651 -1.62048
C: 1.53185 2.87881 -2.09646
H: 1.20317 4.57712 3.29411
H: 1.81645 3.03572 2.73474
H: 0.08451 3.22055 3.06581
H: 0.07306 5.90642 2.25088
H: -0.77970 5.57679 0.76362
H: 0.87782 6.23870 0.72561
H: -0.27125 5.49356 -1.10062
H: 0.22305 4.83574 -2.63570
H: 1.39944 5.72294 -1.66362
H: 2.27440 2.18851 -1.71495
H: 2.01596 3.53124 -2.81949
H: 0.73955 2.32063 -2.59643


No. 4
C35H51MoNP2 | ωB97M-V/def2-TZVPD

The value obtained for the HOMO energy (spin up / spin down) is -12.67 / -12.46 eV. Its charge is +2. As for the spin multiplicity: 3.

Element x y z (Å)
Mo: 0.11076 1.73475 -0.43277
C: 1.25600 2.92865 -1.83454
C: -0.14140 3.01632 -2.17608
C: 0.11806 3.83571 0.01005
C: 1.42332 3.43228 -0.47494
C: -0.84834 3.58119 -1.05419
C: 2.35874 2.50688 -2.74274
H: 1.99727 1.82048 -3.51445
H: 3.16808 2.01192 -2.19392
H: 2.79465 3.37555 -3.25669
C: 2.69064 3.52928 0.26499
H: 3.49076 2.93918 -0.17916
H: 2.55179 3.14617 1.27356
H: 3.02012 4.56973 0.34627
C: -0.17865 4.42014 1.32766
H: 0.01546 5.49561 1.34116
H: 0.46272 3.97410 2.07122
H: -1.20301 4.23940 1.65314
C: -2.29212 3.94980 -1.01936
H: -2.43372 5.00353 -1.29954
H: -2.72018 3.81857 -0.01862
H: -2.87378 3.34580 -1.72304
C: -0.72534 2.74343 -3.52349
H: -0.76170 3.66223 -4.12904
H: -1.75202 2.36385 -3.45701
H: -0.13080 2.01369 -4.08492
C: -0.24816 -5.44458 -1.93481
C: -0.17519 -4.93241 -3.16859
C: -1.17225 -4.97808 -4.28770
C: -2.64037 -5.29816 -3.90395
C: -3.21919 -4.31610 -2.92775
C: -3.12652 -4.30505 -1.59291
C: -2.44901 -5.27442 -0.67059
C: -1.37521 -6.20180 -1.29576
H: -0.84566 -5.69606 -5.05982
H: -2.71512 -6.33371 -3.55071
H: -1.15433 -3.99159 -4.78271
H: -1.85025 -6.90975 -1.98563
H: 0.62507 -5.29431 -1.27868
H: 0.76326 -4.43103 -3.44344
H: -0.95926 -6.80982 -0.46876
H: -1.96964 -4.68402 0.12976
H: -3.65102 -3.49644 -1.06584
H: -3.20035 -5.90097 -0.15922
H: -3.23203 -5.24802 -4.83868
H: -3.78375 -3.49305 -3.39651
P: 0.71789 -0.55692 -1.12169
C: 2.18639 -1.27009 -0.47414
C: 0.59021 -1.02440 -2.82410
P: -1.83992 0.24095 -0.17708
C: -0.76401 -1.29522 -0.24734
C: -3.01842 0.09758 -1.48994
C: -2.72605 0.25425 1.34193
H: 2.39146 -0.90754 0.54288
H: 3.02321 -0.98112 -1.12727
H: 2.09005 -2.36458 -0.47245
H: 0.42447 -2.11044 -2.88450
H: 1.54386 -0.77913 -3.31605
H: -0.21602 -0.50019 -3.35489
H: -3.26894 -0.69361 1.45713
H: -3.44667 1.08398 1.31334
H: -2.06021 0.41365 2.19569
H: -0.47087 -1.57721 0.77385
H: -1.22282 -2.16626 -0.75434
H: -3.78512 0.87340 -1.34242
H: -3.49413 -0.89196 -1.43601
H: -2.57244 0.23639 -2.48368
C: 1.80036 -1.83344 4.44075
C: 0.59932 -1.67562 3.76257
C: 0.42915 -0.64972 2.84030
C: 1.44288 0.34810 2.55806
C: 2.69874 0.05962 3.20966
C: 2.84595 -0.94460 4.13604
N: 1.20594 1.63644 2.22349
C: 1.59818 2.59577 3.27794
C: 2.23312 3.89692 3.26405
C: 2.68039 4.58016 4.40898
C: 2.53302 4.03591 5.67365
C: 1.89100 2.79428 5.74531
C: 1.42516 2.12493 4.60510
H: 1.89618 -2.61080 5.19689
H: -0.25323 -2.33557 3.96608
H: -0.58824 -0.51725 2.42724
H: 3.49788 0.78774 3.08116
H: 3.77754 -1.05423 4.69803
H: 2.42063 4.57220 2.42686
H: 3.14200 5.57398 4.31726
H: 2.90531 4.58269 6.55168
H: 1.77433 2.37300 6.75078
H: 0.94419 1.15909 4.82796


Number 1: largest force on an atom 0.03932 Eh/bohr, E_tot -310.88348 a.u.. Number 2: largest force on an atom 0.09230 Eh/bohr, E_tot -473.71773 a.u.. Number 3: largest force on an atom 0.01014 Eh/bohr, E_tot -3359.87481 a.u.. Number 4: largest force on an atom 0.11236 Eh/bohr, E_tot -2169.19690 a.u..